i) Formula: C3H7N2
Source: OMol25
Level of theory: ωB97M-V/def2-TZVPD

## Properties
gap between HOMO and LUMO (spin up / spin down) = 7.57 / 6.79 eV
highest occupied orbital energy (spin up / spin down) = -10.8 / -14.5 eV
2S+1 = 3
net charge = +1

Geometry (Å):
N: 0.2858 -1.0887 0.7974
N: 0.1231 -0.2208 -1.3815
C: -0.5253 1.5037 0.8476
C: -0.5345 -0.4649 -0.0043
C: -0.4119 2.2243 1.7991
H: -1.4498 -1.0926 0.0335
H: 1.0726 -0.5885 1.1199
H: -0.6635 -0.1925 -2.0462
H: -0.0652 2.7669 2.5763
H: -0.0443 -1.6189 1.6028
H: 0.6214 0.6865 -1.4682
H: 0.8672 -0.8953 -1.5355

***

ii) Formula: C3H7N2
Source: OMol25
Level of theory: ωB97M-V/def2-TZVPD

## Properties
gap between HOMO and LUMO (spin up / spin down) = 7.98 / 7.48 eV
highest occupied orbital energy (spin up / spin down) = -11.3 / -15.0 eV
2S+1 = 3
net charge = +1

Geometry (Å):
N: 1.7023 0.1123 0.2305
N: -0.7641 -0.8442 -0.0795
C: -0.4884 1.2691 -0.0371
C: 0.4876 0.1912 -0.4491
C: -1.4704 0.3504 0.2053
H: 2.2843 -0.6196 -0.1429
H: -0.2359 2.2615 0.0889
H: -1.1678 -1.3294 -0.9032
H: -2.5841 0.4212 0.2614
H: 0.6126 -0.1270 -1.5258
H: 1.8523 0.8353 0.9385
H: -0.5108 -1.2154 0.8678

***

Which one sits at the top of the stability order? ii) does.